*one*
C17H24AsN3ORhS4 as an isolated structure. Source: the Open Molecules 2025 dataset; level of theory: ωB97M-V/def2-TZVPD.

Element x y z (Å)
Rh (-0.7634, 2.1052, 1.0668)
C (-1.2539, -1.2580, 4.6489)
N (-2.0573, -0.0365, 4.5842)
C (-1.7668, 1.0303, 3.8534)
S (-0.2557, 1.0220, 2.9555)
N (-2.5889, 2.0597, 3.8271)
C (-3.9192, 2.0602, 4.4178)
H (-1.7488, -1.9421, 5.3317)
H (-0.2548, -1.0510, 5.0250)
H (-1.1803, -1.7150, 3.6640)
H (-2.9050, -0.0138, 5.1291)
H (-2.3533, 2.8159, 3.1931)
H (-3.8637, 2.0387, 5.5075)
H (-4.5049, 1.2122, 4.0557)
H (-4.4238, 2.9728, 4.1163)
C (4.4502, -3.9765, -3.5183)
C (5.8473, -3.4295, -3.6547)
O (6.6139, -3.7570, -4.5127)
S (6.4739, -2.3186, -2.3742)
C (5.0188, -1.5395, -1.7236)
C (4.2275, -0.7257, -2.5321)
C (3.1256, -0.0798, -2.0037)
C (2.8055, -0.2142, -0.6494)
C (3.6142, -1.0114, 0.1603)
C (4.7084, -1.6715, -0.3747)
C (1.6689, 0.4648, -0.0983)
C (0.7136, 1.0597, 0.3540)
H (4.2732, -4.6604, -4.3442)
H (3.7046, -3.1842, -3.5231)
H (4.3637, -4.5033, -2.5670)
H (4.4913, -0.5893, -3.5732)
H (2.5215, 0.5615, -2.6328)
H (3.3777, -1.1129, 1.2110)
H (5.3267, -2.2974, 0.2549)
S (-4.8741, 3.6790, 0.5071)
C (-3.3557, 3.6233, 0.9865)
N (-2.2158, 3.5717, 1.3165)
C (-1.1397, -0.5321, -2.3735)
As (-2.3262, 0.7198, -1.5360)
C (-4.1298, 0.4008, -2.0979)
C (-1.8224, 2.4965, -2.0594)
S (-2.2939, 0.5170, 0.6154)
H (-1.1844, -0.4057, -3.4545)
H (-1.4463, -1.5389, -2.0978)
H (-0.1369, -0.3369, -1.9970)
H (-4.1758, 0.4143, -3.1858)
H (-4.7504, 1.1891, -1.6749)
H (-4.4539, -0.5684, -1.7241)
H (-1.8722, 2.5600, -3.1464)
H (-0.7960, 2.6861, -1.7421)
H (-2.5132, 3.2084, -1.6106)

Output
Net charge   +1
2S+1   1
LUMO energy   -4.84 eV
E_HOMO   -10.628 eV

Atomic partial charges in e from the Löwdin method, atoms 1 to 8: atom 1 (Rh): 0.487, atom 2 (C): -0.069, atom 3 (N): -0.009, atom 4 (C): -0.715, atom 5 (S): 0.745, atom 6 (N): -0.018, atom 7 (C): -0.033, atom 8 (H): 0.097

=====

*two*
C17H24AsN3ORhS4 as an isolated structure. Source: the Open Molecules 2025 dataset; level of theory: ωB97M-V/def2-TZVPD.

Element x y z (Å)
Rh (0.1707, 0.2493, -0.2177)
C (4.8889, -1.4861, -1.3193)
N (4.3834, -1.3634, 0.0464)
C (3.1826, -0.9016, 0.3756)
S (2.1806, -0.3704, -0.9562)
N (2.8276, -0.8331, 1.6423)
C (3.6510, -1.2927, 2.7488)
H (5.9216, -1.8160, -1.2621)
H (4.8582, -0.5260, -1.8317)
H (4.3070, -2.2147, -1.8814)
H (5.0015, -1.6341, 0.7937)
H (1.8967, -0.4723, 1.8376)
H (4.5861, -0.7314, 2.8030)
H (3.8696, -2.3599, 2.6669)
H (3.1039, -1.1194, 3.6711)
C (1.4894, 3.0769, -8.6805)
C (0.2964, 3.0685, -9.5965)
O (0.3276, 3.3925, -10.7487)
S (-1.2898, 2.4953, -8.9587)
C (-0.9405, 2.0552, -7.2728)
C (-0.5238, 0.7655, -6.9566)
C (-0.2795, 0.4143, -5.6410)
C (-0.4605, 1.3483, -4.6186)
C (-0.8913, 2.6374, -4.9374)
C (-1.1321, 2.9849, -6.2551)
C (-0.2194, 0.9801, -3.2547)
C (-0.0399, 0.6931, -2.0916)
H (2.3272, 3.5075, -9.2228)
H (1.7315, 2.0600, -8.3700)
H (1.2825, 3.6547, -7.7803)
H (-0.3948, 0.0391, -7.7484)
H (0.0463, -0.5875, -5.3948)
H (-1.0389, 3.3602, -4.1464)
H (-1.4710, 3.9824, -6.5025)
S (-0.4054, 0.2389, 4.5852)
C (-0.1390, 0.2053, 3.0141)
N (0.0758, 0.1205, 1.8532)
C (-0.5952, -3.0647, 2.5333)
As (-1.7808, -2.3380, 1.2093)
C (-2.8552, -3.8042, 0.5939)
C (-2.9975, -1.0640, 1.9645)
S (-0.8345, -1.6936, -0.6414)
H (-1.1527, -3.2186, 3.4561)
H (0.2204, -2.3730, 2.7149)
H (-0.2200, -4.0140, 2.1564)
H (-3.3598, -4.2542, 1.4479)
H (-2.2155, -4.5412, 0.1129)
H (-3.5888, -3.4338, -0.1187)
H (-3.5269, -1.5499, 2.7835)
H (-3.6995, -0.7757, 1.1844)
H (-2.4620, -0.1972, 2.3383)

Output
Net charge   +1
2S+1   1
LUMO energy   -4.90 eV
E_HOMO   -10.533 eV

Atomic partial charges in e from the Löwdin method, atoms 1 to 8: atom 1 (Rh): 0.487, atom 2 (C): -0.079, atom 3 (N): -0.024, atom 4 (C): -0.677, atom 5 (S): 0.776, atom 6 (N): -0.018, atom 7 (C): -0.038, atom 8 (H): 0.097

=====

Relative to the most stable structure, the computed energies are *one* 0.245; *two* 0.000, all in eV.